ORCA calculation (wB97M-V/def2-TZVPD) on a cluster of 4 separate species, C11H30BrN2O4 in total at a distorted geometry.

Geometry (Å):
Br: -0.763 -1.865 -1.565
C: -5.304 -2.213 4.374
O: -4.077 -1.838 4.999
C: -3.119 -2.860 4.753
C: -2.352 -3.418 5.972
N: -1.570 -2.361 6.642
C: -0.362 -2.033 5.933
C: 0.451 -0.730 6.289
O: -0.382 0.435 5.970
C: 0.394 1.571 6.233
H: -5.778 -3.081 4.832
H: -5.112 -2.515 3.344
H: -5.981 -1.373 4.526
H: -2.467 -2.349 4.044
H: -3.454 -3.715 4.166
H: -1.667 -4.247 5.799
H: -3.196 -3.781 6.558
H: -1.245 -2.603 7.567
H: -0.600 -1.892 4.878
H: 0.261 -2.916 6.073
H: 1.356 -0.660 5.686
H: 0.643 -0.811 7.359
H: -0.309 2.391 6.087
H: 1.119 1.719 5.433
H: 1.050 1.554 7.103
C: -4.657 3.056 1.151
O: -3.694 2.296 1.914
H: -4.996 3.997 1.586
H: -4.278 3.273 0.152
H: -5.560 2.538 0.827
H: -3.304 1.672 1.296
C: 3.966 2.951 -6.955
C: 3.773 1.849 -8.013
C: 4.923 0.848 -7.989
O: 4.802 -0.286 -8.776
C: 4.588 -0.062 -10.197
N: 2.500 1.161 -7.652
H: 3.257 3.719 -7.264
H: 5.022 3.222 -6.978
H: 3.655 2.761 -5.928
H: 3.615 2.249 -9.014
H: 4.885 0.497 -6.957
H: 5.850 1.411 -8.101
H: 5.631 -0.197 -10.483
H: 4.286 0.865 -10.684
H: 3.981 -0.855 -10.632
H: 2.493 0.814 -6.704
H: 1.728 1.812 -7.656

Atoms 1-3, force components in eV/Å:
Br 0.0 0.0 0.0
C 0.2 0.3 0.6
O -0.8 -1.6 0.5

The calculation puts the energy relative to the best compared isomer or geometry (same formula, charge and spin) at 60.1 kcal/mol. As for the total charge: -1. For the largest force on an atom, the calculation gives 2.97 eV Å⁻¹. The value obtained for the HOMO-LUMO gap is 5.9 eV. The total energy is -93103.5849 eV.